[1]
The following is a DFT calculation (ωB97M-V/def2-TZVPD) of 2 unconnected molecules or ions with the total composition C3H7O3 in a non-equilibrium geometry.

Last column: Löwdin spin population.
Atoms and positions in Å:
C  2.044  0.015  -1.164  0.0000
O  1.613  1.153  -0.431  0.0006
H  0.935  0.861  0.186  0.0003
H  2.810  -0.547  -0.691  0.0000
H  1.180  -0.618  -1.398  0.0000
H  2.448  0.370  -2.111  0.0000
C  -1.945  0.252  0.421  0.0821
C  -1.099  -0.688  1.324  0.0735
O  0.084  -0.517  1.478  0.0209
O  -1.840  -1.620  1.804  0.8066
H  -1.563  1.242  0.661  0.0108
H  -3.014  0.084  0.524  0.0007
H  -1.653  0.013  -0.605  0.0046

Energy   -9364.5668 eV
LUMO level (spin up / spin down)   0.640 / -3.495 eV
<S²>   0.754
2S+1   2
Energy relative to the best compared isomer or geometry (same formula, charge and spin)   79.8 kJ/mol

[2]
The following is a DFT calculation (ωB97M-V/def2-TZVPD) of a molecular structure, C16H23As3CdCl2NS4 in a non-equilibrium geometry.

Last column: Löwdin charge in e.
Atoms and positions in Å:
Cd  -1.432  0.733  1.648  0.9021
Cl  -1.061  -0.105  4.452  0.4806
C  -0.326  1.476  4.717  -1.0407
Cl  0.751  1.832  3.367  0.4693
H  0.245  1.466  5.641  0.0270
H  -1.144  2.209  4.701  -0.0827
S  -3.025  2.648  3.247  -0.1500
As  -3.244  2.670  1.114  -0.6509
S  -3.717  0.569  0.595  -0.1904
S  -1.147  2.877  0.384  -0.1528
S  -4.594  4.081  0.410  -0.1904
C  3.146  0.192  1.583  -0.3473
As  1.415  0.019  0.613  1.0302
C  1.913  -1.656  -0.317  -0.3014
C  1.734  1.134  -0.953  -0.4563
C  2.943  1.785  -1.164  -0.1186
C  3.171  2.514  -2.318  -0.0988
C  2.184  2.591  -3.283  -0.0930
C  0.975  1.951  -3.076  -0.1128
C  0.729  1.223  -1.921  -0.4652
As  -1.011  0.376  -1.610  0.9941
C  -0.887  -0.918  -3.139  -0.3230
C  -2.199  1.604  -2.591  -0.3438
H  3.990  -0.126  0.972  0.0174
H  3.086  -0.452  2.464  0.0103
H  3.299  1.215  1.925  0.0014
H  2.789  -1.497  -0.949  0.0286
H  1.078  -1.979  -0.941  -0.0033
H  2.133  -2.442  0.409  0.0127
H  3.728  1.727  -0.419  0.0811
H  4.119  3.016  -2.464  0.0960
H  2.356  3.147  -4.195  0.0974
H  0.201  2.022  -3.832  0.0912
H  -0.580  -0.421  -4.060  0.0067
H  -1.878  -1.353  -3.290  0.0109
H  -0.187  -1.728  -2.932  -0.0070
H  -2.061  1.557  -3.674  0.0119
H  -2.038  2.623  -2.241  -0.0112
H  -3.234  1.334  -2.362  0.0037
C  -1.124  -4.627  1.096  -0.0757
C  -1.937  -3.822  0.316  -0.0522
C  -1.887  -2.448  0.504  -0.1917
N  -1.085  -1.873  1.388  -0.0371
C  -0.306  -2.645  2.133  -0.2126
C  -0.300  -4.028  2.038  -0.0698
H  -1.132  -5.701  0.979  0.1017
H  -2.598  -4.246  -0.424  0.1033
H  -2.525  -1.778  -0.064  0.0221
H  0.346  -2.130  2.834  0.0787
H  0.330  -4.619  2.687  0.1001

Energy   -273924.3514 eV
LUMO level   2.221 eV
Total charge   -1
Energy relative to the best compared isomer or geometry (same formula, charge and spin)   62.5 kJ/mol

[3]
The following is a DFT calculation (ωB97M-V/def2-TZVPD) of 2 unconnected molecules or ions with the total composition CH10N3 in a non-equilibrium geometry.

Last column: Löwdin charge in e.
Atoms and positions in Å:
N  2.132  0.847  0.169  0.0640
H  2.513  1.058  1.077  0.0758
H  2.531  0.134  -0.420  0.0713
H  0.575  0.695  -0.055  0.0864
H  2.245  1.721  -0.333  0.0721
N  -1.598  -1.440  0.451  0.0163
C  -1.045  -0.641  -0.607  -0.2230
N  -0.546  0.667  0.044  0.1268
H  -1.452  -2.431  0.333  0.0907
H  -1.240  -1.288  1.384  0.0811
H  -0.209  -1.126  -1.118  0.1230
H  -1.806  -0.334  -1.327  0.1245
H  -1.154  0.680  0.864  0.1440
H  -0.947  1.457  -0.461  0.1469

Energy   -5662.7415 eV
LUMO level   -3.288 eV
Total charge   +1
Energy relative to the best compared isomer or geometry (same formula, charge and spin)   85.5 kJ/mol

[4]
The following is a DFT calculation (ωB97M-V/def2-TZVPD) of 2 unconnected molecules or ions with the total composition C26H35F10N2O5S in a non-equilibrium geometry.

Last column: Löwdin spin population.
Atoms and positions in Å:
C  -3.917  -3.673  1.756  -0.0001
C  -4.332  -3.464  0.630  0.0001
C  -4.571  -3.047  -0.851  0.0000
C  -3.440  -2.239  -1.607  0.0000
C  -2.059  -2.999  -1.777  0.0000
C  -1.191  -3.091  -0.430  0.0000
C  0.254  -2.464  -0.655  0.0000
C  0.463  -1.037  -0.001  0.0000
F  -0.722  -0.487  0.526  0.0000
F  1.240  -1.296  1.167  0.0000
C  1.326  -0.016  -0.832  0.0000
F  2.571  -0.620  -1.058  0.0000
F  1.617  1.091  -0.029  -0.0001
S  0.673  0.572  -2.467  0.0000
F  0.136  1.960  -1.722  0.0000
F  2.131  1.342  -2.723  0.0000
F  1.271  -0.702  -3.306  0.0000
F  -0.810  -0.086  -2.284  0.0000
F  0.169  1.205  -3.891  0.0000
C  -5.243  -4.309  -1.531  0.0000
C  -4.385  -5.613  -1.824  0.0000
C  -5.085  -6.918  -1.224  0.0000
F  -4.181  -5.723  -3.224  0.0000
O  -6.239  -3.919  -2.521  0.0000
C  -6.515  -2.550  -2.230  0.0000
O  -7.132  -1.898  -3.023  0.0000
C  -5.871  -2.094  -0.825  0.0000
C  -7.023  -2.402  0.225  0.0000
C  -8.287  -1.446  0.068  0.0000
O  -9.091  -1.527  -0.838  0.0000
N  -5.685  -0.620  -0.870  0.0000
C  -5.290  -0.162  0.222  0.0000
O  -4.930  0.193  1.277  0.0000
H  -3.628  -3.838  2.823  0.0000
H  -3.840  -1.940  -2.631  0.0000
H  -3.209  -1.266  -1.071  0.0000
H  -1.500  -2.457  -2.607  0.0000
H  -2.203  -4.055  -2.179  0.0000
H  -1.024  -4.206  -0.264  0.0000
H  -1.734  -2.725  0.482  0.0000
H  0.995  -3.187  -0.185  0.0000
H  0.466  -2.499  -1.762  0.0000
H  -5.927  -4.684  -0.695  0.0000
H  -3.417  -5.509  -1.236  0.0000
H  -5.079  -6.761  -0.096  0.0000
H  -4.396  -7.786  -1.434  0.0000
H  -6.132  -7.061  -1.611  0.0000
H  -6.681  -2.304  1.301  0.0000
H  -7.435  -3.461  0.134  0.0000
H  -8.458  -0.652  0.871  0.0000
C  5.286  6.143  2.514  0.0019
C  6.272  4.968  2.263  0.0241
C  6.837  5.043  0.830  0.0132
C  5.846  4.610  -0.248  0.0008
C  5.247  3.246  0.076  0.0133
C  4.641  3.178  1.488  0.0249
N  5.577  3.675  2.541  0.3307
O  6.516  2.739  2.723  0.5831
C  3.325  3.991  1.513  0.0012
C  4.175  1.732  1.759  -0.0008
C  7.435  5.242  3.244  -0.0008
H  4.502  5.859  3.220  0.0015
H  5.786  7.008  2.951  -0.0004
H  4.813  6.498  1.597  -0.0001
H  7.725  4.405  0.751  0.0026
H  7.176  6.062  0.616  0.0010
H  5.055  5.358  -0.362  0.0003
H  6.358  4.564  -1.213  0.0008
H  4.488  3.000  -0.673  0.0009
H  6.033  2.487  -0.029  0.0027
H  2.904  4.024  2.522  0.0011
H  2.576  3.531  0.863  -0.0004
H  3.433  5.012  1.155  0.0000
H  4.984  1.004  1.663  -0.0007
H  3.405  1.434  1.046  -0.0003
H  3.748  1.639  2.762  0.0002
H  7.096  5.201  4.281  0.0002
H  7.851  6.238  3.066  -0.0003
H  8.262  4.541  3.118  -0.0007

Energy   -78748.7152 eV
LUMO level (spin up / spin down)   -0.975 / -0.975 eV
<S²>   0.754
2S+1   2

[5]
The following is a DFT calculation (ωB97M-V/def2-TZVPD) of a molecular structure, C26H46ClInN11 in a non-equilibrium geometry.

Last column: Löwdin charge in e.
Atoms and positions in Å:
C  -1.595  2.845  -4.680  -0.1310
C  -2.202  1.686  -3.727  -0.4361
N  -2.209  2.154  -2.314  -0.2318
In  -0.169  1.860  -1.610  0.5974
C  -0.389  0.916  0.446  -0.2836
C  0.955  3.822  -1.602  -0.3390
C  2.367  3.784  -2.329  -0.7015
C  2.340  3.064  -3.750  -0.1773
Cl  2.862  5.566  -2.676  0.5054
H  -2.405  3.329  -5.297  0.0545
H  -0.766  2.396  -5.319  0.0611
H  -1.154  3.619  -3.982  0.0449
H  -1.442  0.838  -3.771  0.0378
H  -3.204  1.308  -4.089  0.0790
H  -2.479  3.138  -2.230  -0.0095
H  0.686  0.681  -2.655  -0.0614
H  -0.943  -0.065  0.262  -0.0601
H  -1.078  1.511  1.131  -0.0297
H  0.589  0.642  0.931  -0.0748
H  0.347  4.609  -2.166  0.0300
H  1.114  4.235  -0.549  0.0326
H  3.196  3.395  -1.658  0.0822
H  1.312  2.700  -4.042  0.0252
H  3.046  2.170  -3.737  0.0782
H  2.749  3.738  -4.572  0.0518
C  3.411  8.388  -4.363  -0.1009
C  3.333  9.871  -4.500  -0.2528
N  3.276  11.027  -4.608  0.1041
H  4.417  8.047  -4.607  0.0801
H  3.174  8.096  -3.341  0.0209
H  2.700  7.916  -5.042  0.0787
C  3.189  -1.222  2.448  -0.0718
C  3.239  -0.048  1.529  -0.2561
N  3.277  0.867  0.815  0.1431
H  3.390  -2.138  1.891  0.0730
H  3.938  -1.111  3.232  0.0750
H  2.201  -1.293  2.906  0.0776
C  -4.342  -1.366  -0.773  -0.0769
C  -3.350  -1.788  0.264  -0.2420
N  -2.576  -2.113  1.068  0.1166
H  -3.970  -1.617  -1.766  0.0795
H  -5.282  -1.873  -0.608  0.0087
H  -4.502  -0.288  -0.716  0.0865
C  -2.071  -5.629  2.012  -0.0733
C  -2.958  -6.663  2.619  -0.2821
N  -3.647  -7.472  3.091  0.0995
H  -1.250  -5.403  2.690  0.0317
H  -1.665  -5.998  1.070  0.0806
H  -2.638  -4.716  1.822  0.0488
C  -0.509  -8.612  5.028  -0.0754
C  -0.598  -7.132  4.887  -0.2418
N  -0.674  -5.978  4.780  0.1370
H  0.497  -8.954  4.786  0.0670
H  -0.741  -8.891  6.056  0.0835
H  -1.219  -9.096  4.358  0.0546
C  2.982  -4.928  4.236  -0.0718
C  4.446  -4.641  4.159  -0.2706
N  5.586  -4.424  4.103  0.1121
H  2.705  -5.171  5.262  0.0754
H  2.414  -4.055  3.912  0.0675
H  2.735  -5.772  3.592  0.0748
C  -2.260  -12.209  4.600  -0.0615
C  -0.800  -11.914  4.517  -0.2612
N  0.349  -11.696  4.449  0.1272
H  -2.533  -12.437  5.631  0.0800
H  -2.832  -11.344  4.262  0.0772
H  -2.500  -13.065  3.970  0.0794
C  0.608  13.233  -3.167  -0.0726
C  -0.437  12.831  -2.183  -0.2701
N  -1.251  12.517  -1.417  0.1066
H  0.137  13.631  -4.066  0.0754
H  1.250  13.999  -2.732  0.0762
H  1.218  12.369  -3.437  0.0454
C  4.331  5.075  0.537  -0.0857
C  4.759  5.997  1.628  -0.2680
N  5.093  6.715  2.478  0.0945
H  3.682  4.297  0.941  0.0762
H  3.786  5.631  -0.228  0.0159
H  5.205  4.608  0.082  0.0805
C  -6.390  -5.066  -0.386  -0.0496
C  -6.346  -3.888  -1.298  -0.2387
N  -6.311  -2.969  -2.009  0.1351
H  -6.190  -5.977  -0.950  0.0796
H  -5.638  -4.957  0.396  0.0734
H  -7.375  -5.141  0.074  0.0797

Energy   -61791.0441 eV
LUMO level   1.359 eV
Total charge   -1

[6]
The following is a DFT calculation (ωB97M-V/def2-TZVPD) of a gas-phase ion, C25H43Cl2N2O5Si (charge +1) in a non-equilibrium geometry.

Last column: Löwdin charge in e.
Atoms and positions in Å:
C  -2.711  0.092  4.407  -0.0949
C  -2.298  1.213  3.301  -0.1936
C  -2.348  0.663  1.795  -0.2519
C  -3.375  1.592  0.987  -0.0625
C  -0.925  0.453  1.095  -0.1990
O  -0.026  -0.023  2.156  -0.0184
C  -0.334  -1.333  2.540  -0.2313
N  -0.532  -2.432  2.958  0.2132
C  -0.120  1.796  0.628  0.0247
C  0.580  2.805  1.653  -0.0102
C  2.136  2.402  1.950  -0.3415
C  2.424  2.346  3.549  -0.0304
O  2.526  1.166  1.308  -0.0894
N  -0.053  2.053  -0.685  0.0537
C  0.557  3.196  -1.409  -0.0449
C  2.126  3.404  -1.175  -0.1543
O  2.729  3.836  -2.425  -0.0698
C  3.823  4.718  -2.198  -0.3994
C  5.264  4.283  -2.782  0.0084
O  3.767  5.815  -1.616  0.0819
C  -0.811  0.905  -1.334  -0.1931
C  -0.698  0.685  -2.899  -0.5312
Cl  -2.280  0.643  -3.853  0.5996
C  0.478  0.553  -3.666  -0.6279
C  1.910  0.624  -2.988  -0.1007
Cl  0.439  0.327  -5.472  0.6164
C  -0.875  -0.345  -0.326  -0.2562
C  0.491  -1.181  -0.624  0.0103
C  -2.128  -1.257  -0.724  -0.0810
C  -2.049  -2.778  -0.232  -0.2411
O  -1.710  -3.576  -1.417  -0.2706
Si  -1.236  -5.187  -0.980  0.4786
C  0.482  -5.074  -0.094  -0.1946
C  -1.012  -6.351  -2.502  -0.1966
C  -2.555  -5.906  0.237  -0.1851
H  -3.333  -0.753  3.932  0.0871
H  -1.715  -0.353  4.786  0.0746
H  -3.241  0.548  5.314  0.0851
H  -3.093  2.040  3.408  0.1160
H  -1.295  1.627  3.638  0.0939
H  -2.836  -0.384  1.845  0.1444
H  -4.363  1.702  1.570  0.1091
H  -2.925  2.650  0.865  0.1020
H  -3.651  1.213  -0.053  0.0735
H  0.643  3.862  1.190  0.1283
H  0.022  2.930  2.634  0.1074
H  2.830  3.214  1.515  0.1384
H  3.353  2.957  3.840  0.0963
H  2.592  1.283  3.929  0.0907
H  1.554  2.802  4.149  0.0886
H  2.690  0.458  1.972  0.1069
H  0.037  4.149  -1.015  0.1609
H  0.358  3.185  -2.534  0.1567
H  2.688  2.478  -0.822  0.1269
H  2.266  4.219  -0.379  0.1246
H  5.995  5.153  -2.820  0.0976
H  5.079  3.958  -3.873  0.0962
H  5.687  3.380  -2.229  0.0920
H  -1.891  1.315  -1.247  0.1347
H  1.903  0.766  -1.861  0.0527
H  2.416  -0.395  -3.181  0.1084
H  2.592  1.396  -3.508  0.1008
H  1.336  -0.488  -0.246  0.0878
H  0.593  -1.447  -1.724  0.1068
H  0.574  -2.131  -0.003  0.0764
H  -2.255  -1.300  -1.870  0.1166
H  -3.135  -0.844  -0.339  0.1163
H  -3.065  -3.091  0.179  0.1226
H  -1.273  -2.986  0.576  0.0679
H  1.289  -4.653  -0.805  0.0503
H  0.782  -6.130  0.220  0.0478
H  0.389  -4.432  0.848  0.0169
H  -0.610  -7.354  -2.100  0.0504
H  -0.234  -5.967  -3.244  0.0406
H  -2.003  -6.580  -3.037  0.0471
H  -2.239  -5.694  1.313  0.0470
H  -2.623  -7.038  0.051  0.0494
H  -3.543  -5.392  -0.046  0.0448

Energy   -72750.9264 eV
LUMO level   -4.198 eV
SMILES string   CC[C@@H](C)[C@]1(OC#N)C(C[C@@H](C)O)=[N+](CCOC(C)=O)[C@@H](/C(Cl)=C(\C)Cl)[C@]1(C)CCO[Si](C)(C)C
Total charge   +1

[7]
The following is a DFT calculation (ωB97M-V/def2-TZVPD) of C3H3NO3 in the gas phase in a non-equilibrium geometry.

Last column: Löwdin charge in e.
Atoms and positions in Å:
C  1.214  0.096  -0.125  -0.4338
C  -0.740  -1.047  0.131  -0.2523
C  0.273  1.345  -0.019  -0.0171
H  -1.301  -1.910  -0.198  0.1405
H  -0.752  -1.100  1.219  0.1410
H  0.846  2.321  0.104  0.1472
N  -1.020  1.365  -0.145  0.1475
O  2.389  0.111  -0.213  0.1608
O  0.603  -1.127  -0.306  0.0524
O  -1.511  -0.054  -0.448  -0.0862

Energy   -10789.3585 eV
LUMO level   -0.517 eV
SMILES string   O=C1C=NOCO1
Energy relative to the best compared isomer or geometry (same formula, charge and spin)   322.5 kJ/mol

[8]
The following is a DFT calculation (ωB97M-V/def2-TZVPD) of 2 unconnected molecules or ions with the total composition C3H7N3S in a non-equilibrium geometry.

Last column: Löwdin charge in e.
Atoms and positions in Å:
C  0.797  -1.961  -1.388  0.0048
C  -1.370  2.405  0.770  -0.9745
C  -0.298  -0.269  0.803  -0.1904
N  1.193  -0.783  -0.986  -0.1540
N  -0.425  2.712  0.118  0.1335
N  0.749  0.067  -0.114  -0.1116
S  -2.709  2.360  1.510  0.7313
H  1.471  -2.528  -2.040  0.0637
H  -0.005  -2.478  -0.786  0.0770
H  -0.241  -1.328  1.166  0.0798
H  -0.400  0.356  1.784  0.0928
H  -1.285  -0.120  0.374  0.0531
H  2.147  -0.544  -1.176  0.1489
H  0.376  2.110  -0.033  0.0456

Energy   -18526.5888 eV
LUMO level (spin up / spin down)   0.727 / 0.727 eV
Energy relative to the best compared isomer or geometry (same formula, charge and spin)   374.5 kJ/mol

- What is the formula in the second record?
  C16H23As3CdCl2NS4

- energy of number 2 (C16H23As3CdCl2NS4)?
  -273924.3514 eV